12
Properties=species:S:1:pos:R:3:nbo_charge:R:1 method="wB97M-V/def2-TZVPD" homo_lumo_gap_ev=9.18 e_above_lowest_kj_mol=158.9 lumo_ev=0.57
C 1.278 0.622 0.135 -0.257
O 0.213 1.184 -0.555 -0.936
Si 0.951 -1.703 0.938 0.676
Si -1.365 1.405 -0.772 1.234
H 2.171 0.525 -0.572 0.169
H 1.735 1.288 0.887 0.177
H -0.459 -1.336 1.190 -0.161
H 1.722 -1.774 2.158 -0.153
H 1.109 -2.765 -0.091 -0.139
H -1.244 2.479 -2.023 -0.177
H -1.837 0.103 -1.155 -0.225
H -2.126 1.813 0.435 -0.207